1.
10
Properties=species:S:1:pos:R:3:mulliken_charge:R:1 method="wB97M-V/def2-TZVPD" smiles="S=c1nnc(Cl)c[nH]1" total_energy_ev=-30968.335 spin_multiplicity=1 gap_ev=6.92
C -0.897 -0.966 0.267 0.36
C 0.263 -1.142 -0.532 -0.16
C 0.903 1.139 0.067 0.39
H 0.439 -1.953 -1.183 0.39
H 1.937 -0.048 -1.022 0.26
N 1.230 -0.108 -0.303 -0.16
N -0.267 1.235 0.666 -0.26
N -1.066 0.256 0.852 -0.28
S 2.070 2.244 -0.446 -0.38
Cl -2.140 -2.222 0.119 -0.16

***

2.
21
Properties=species:S:1:pos:R:3:mulliken_charge:R:1 method="wB97M-V/def2-TZVPD" total_energy_ev=-11433.813 total_charge=-1 spin_multiplicity=1 gap_ev=7.40
C 0.156 -0.428 -0.546 -1.04
N -0.508 0.069 0.632 -0.16
C -1.358 1.278 0.539 -0.63
O -2.672 1.015 0.273 -0.78
C 1.661 -0.132 -0.525 -0.19
N 2.374 -0.983 0.399 -0.42
C 3.474 -0.341 1.107 -0.88
H -0.129 -1.481 -0.676 0.34
H -0.267 0.028 -1.440 0.46
H -1.019 -0.559 1.212 0.21
H -1.271 1.796 1.504 0.30
H -0.894 1.907 -0.228 0.32
H 2.026 -0.267 -1.550 0.24
H 1.680 0.925 -0.284 0.31
H 1.716 -1.352 1.076 0.27
H 4.238 -1.080 1.372 0.28
H 3.941 0.390 0.456 0.34
H 3.131 0.146 2.024 0.28
H -2.753 0.259 -0.746 0.37
H -2.927 -1.298 -1.434 0.20
O -2.890 -0.380 -1.712 -0.84

***

3.
158
Properties=species:S:1:pos:R:3:mulliken_charge:R:1 method="wB97M-V/def2-TZVPD" total_energy_ev=-136870.296 spin_multiplicity=1 gap_ev=9.11
C -11.125 -0.182 -2.049 1.14
C -10.242 0.926 -1.460 0.20
O -9.806 0.217 -0.348 -0.26
C -9.790 -1.115 -0.634 0.47
O -9.121 -1.959 0.053 -0.65
O -10.403 -1.334 -1.786 -0.36
H -11.244 -0.020 -3.120 -0.10
H -12.139 -0.300 -1.669 -0.67
H -10.850 1.825 -1.354 -0.29
H -9.386 1.212 -2.071 0.46
C -14.615 -1.789 5.209 -0.36
C -14.619 -1.192 3.807 0.71
O -15.942 -0.742 3.702 -0.20
C -16.456 -0.613 4.826 0.37
O -17.543 -0.089 5.068 -0.60
O -15.718 -1.202 5.810 -0.31
H -13.683 -1.431 5.644 0.24
H -14.696 -2.875 5.274 0.31
H -14.380 -1.951 3.062 0.27
H -13.927 -0.351 3.854 -0.37
C -17.455 8.160 0.350 -0.51
C -16.438 8.043 -0.807 -0.35
O -15.467 7.113 -0.263 -0.02
C -16.016 6.394 0.711 0.00
O -15.545 5.423 1.236 -0.07
O -17.194 6.953 1.035 -0.40
H -18.459 8.093 -0.068 0.35
H -17.279 9.036 0.973 0.29
H -16.031 9.032 -1.014 0.39
H -16.863 7.696 -1.749 0.18
C -12.056 7.193 -0.238 -0.40
C -12.302 5.721 -0.658 0.72
O -12.808 5.905 -2.037 0.03
C -12.695 7.203 -2.495 0.35
O -13.136 7.613 -3.519 -0.54
O -12.262 7.977 -1.478 -0.45
H -10.992 7.326 -0.039 0.26
H -12.663 7.497 0.615 0.28
H -13.010 5.189 -0.023 -0.77
H -11.291 5.327 -0.759 0.45
C -16.712 -3.251 -1.806 -0.40
C -15.642 -3.824 -2.667 -0.23
O -14.446 -3.705 -1.892 -0.33
C -14.682 -2.711 -0.948 0.55
O -13.876 -2.272 -0.109 -0.43
O -15.931 -2.220 -1.142 -0.19
H -17.222 -3.957 -1.151 0.30
H -17.448 -2.796 -2.469 0.30
H -15.516 -3.335 -3.633 0.09
H -15.760 -4.880 -2.908 0.34
C -16.892 4.018 -4.030 0.32
C -16.340 4.326 -2.662 0.64
O -17.372 4.930 -1.977 0.01
C -18.555 4.822 -2.731 0.35
O -19.632 5.314 -2.507 -0.49
O -18.268 4.163 -3.877 -0.38
H -16.618 2.966 -4.112 0.12
H -16.314 4.616 -4.735 0.20
H -15.415 4.894 -2.561 -0.29
H -16.096 3.388 -2.163 -0.48
C -10.072 -3.628 3.176 -0.55
C -11.569 -3.354 3.010 -0.18
O -11.592 -1.969 3.423 0.11
C -10.356 -1.401 3.300 0.30
O -10.154 -0.173 3.448 -0.51
O -9.423 -2.378 3.082 -0.34
H -9.674 -4.250 2.374 0.30
H -9.591 -4.061 4.053 0.28
H -12.150 -4.086 3.571 0.34
H -11.936 -3.438 1.987 0.23
C -13.425 -0.358 -5.619 -0.15
C -14.510 0.554 -6.044 -0.59
O -14.973 1.031 -4.840 -0.23
C -14.674 0.222 -3.860 0.54
O -15.154 0.237 -2.702 -0.51
O -13.740 -0.639 -4.328 -0.26
H -12.450 0.114 -5.739 0.08
H -13.495 -1.051 -6.457 0.38
H -15.308 -0.023 -6.511 0.44
H -14.069 1.397 -6.577 0.23
C -13.183 0.694 1.141 0.06
C -13.655 2.205 1.109 1.57
C -15.010 2.469 0.361 0.82
O -15.932 2.528 1.434 -0.39
C -15.339 2.485 2.591 -0.22
O -15.786 2.482 3.729 -0.25
O -14.005 2.448 2.463 0.72
H -13.994 0.033 1.449 0.30
H -12.227 0.436 1.597 0.20
H -12.942 0.335 0.141 -1.21
H -12.939 3.018 0.994 -0.89
H -15.027 1.652 -0.359 -0.07
H -14.935 3.377 -0.237 -0.91
C -18.923 3.126 1.822 -0.67
C -20.408 3.521 2.071 0.48
C -20.541 4.905 2.654 -0.16
O -20.682 5.683 1.525 -0.38
C -21.137 4.914 0.503 0.53
O -21.525 5.226 -0.665 -0.63
O -20.974 3.645 0.808 -0.40
H -18.916 2.228 1.206 0.45
H -18.350 2.835 2.703 -0.14
H -18.287 3.709 1.156 0.14
H -21.100 2.926 2.667 0.39
H -19.745 5.290 3.292 0.01
H -21.478 5.000 3.202 0.35
C -13.957 3.730 5.872 -1.31
C -13.690 2.267 6.042 2.36
C -12.309 1.805 5.597 0.54
O -12.196 0.605 6.383 -0.43
C -12.884 0.721 7.516 0.52
O -12.862 -0.050 8.475 -0.64
O -13.682 1.825 7.437 -0.51
H -13.804 4.218 4.909 -0.11
H -13.163 4.168 6.477 0.50
H -14.954 4.087 6.130 0.06
H -14.467 1.692 5.538 -0.85
H -11.422 2.343 5.930 0.29
H -12.299 1.592 4.528 -0.54
C -17.394 2.088 7.371 -1.65
C -18.085 2.702 6.149 2.36
C -19.537 2.459 5.841 -0.23
O -20.105 3.741 5.578 -0.32
C -19.238 4.671 5.852 0.61
O -19.361 5.871 5.699 -0.62
O -18.033 4.112 6.177 -0.45
H -17.726 2.530 8.310 0.46
H -16.350 2.395 7.304 0.18
H -17.354 1.004 7.474 0.25
H -17.501 2.384 5.285 -1.08
H -20.089 2.070 6.697 0.28
H -19.599 1.781 4.990 0.28
C -8.720 4.698 1.417 -1.56
C -10.042 4.121 1.879 1.21
C -10.060 3.533 3.336 -0.09
O -11.294 4.114 3.774 -0.24
C -11.693 5.134 3.080 0.70
O -12.565 5.909 3.375 -0.60
O -10.823 5.276 2.055 -0.34
H -8.375 3.938 0.716 0.37
H -8.025 4.941 2.221 0.41
H -8.879 5.538 0.741 0.32
H -10.502 3.439 1.164 -0.32
H -9.178 3.821 3.908 0.41
H -10.162 2.449 3.287 -0.01
C -11.625 5.586 -5.628 -1.51
C -12.218 4.198 -5.579 0.60
C -11.236 3.037 -5.294 -0.76
O -11.888 2.318 -4.316 -0.21
C -12.725 3.105 -3.649 -0.71
O -13.182 2.764 -2.533 1.21
O -12.900 4.314 -4.356 -0.24
H -10.941 5.792 -4.805 0.30
H -12.389 6.363 -5.627 0.35
H -10.929 5.746 -6.452 0.41
H -12.985 3.996 -6.327 0.22
H -10.253 3.344 -4.935 0.29
H -10.981 2.382 -6.127 0.40

***

4.
29
Properties=species:S:1:pos:R:3:mulliken_charge:R:1 method="wB97M-V/def2-TZVPD" smiles="C=CP(O)CC.C/C=N/CC" total_energy_ev=-21411.223 spin_multiplicity=1 gap_ev=9.31
C -1.778 2.755 -0.761 -0.75
C -0.570 2.770 -0.248 -0.13
C 2.063 -2.609 0.261 -0.96
C -1.237 -1.825 -3.125 -0.93
C 0.430 3.331 2.910 -1.22
C 0.721 -3.210 -0.302 -0.38
C -0.211 -2.621 -2.356 -0.05
C -0.260 2.065 2.448 -0.48
N 0.045 -2.339 -1.180 -0.11
O -0.521 0.282 0.590 -0.33
P 0.397 1.600 0.744 0.01
H -2.107 3.385 -1.461 0.37
H -2.472 1.962 -0.435 0.19
H -0.033 3.616 -0.707 0.29
H 2.614 -2.278 -0.531 0.37
H 1.825 -1.559 0.715 0.10
H 2.666 -3.181 1.013 0.32
H -1.405 -0.772 -2.712 0.15
H -0.749 -1.540 -4.085 0.31
H -2.166 -2.245 -3.325 0.32
H 0.227 4.240 2.444 0.38
H 0.148 3.502 4.093 0.24
H 1.432 3.339 2.926 0.46
H 0.971 -4.157 -0.948 0.32
H 0.132 -3.389 0.720 0.23
H -0.215 -0.572 0.297 0.30
H 0.075 -3.591 -2.692 0.28
H -1.347 2.123 2.274 0.27
H -0.140 1.160 2.926 0.39